# 1
ORCA calculation (ωB97M-V/def2-TZVPD) on a 2-piece molecular cluster, C4H9NO3S2 overall in a non-equilibrium geometry.

Structure (XYZ):
```
19
C4H9NO3S2, DFT ωB97M-V/def2-TZVPD
O 1.1207 0.8414 4.1007
C 0.4364 0.8498 3.1034
N 0.9365 1.1634 1.8431
S 2.6223 1.5666 1.6604
C 0.1081 1.1603 0.7216
O -1.0670 0.8941 0.7581
H -0.6334 0.6170 3.0748
H 2.8314 1.3993 2.9774
H 0.6481 1.4284 -0.2010
O 0.2784 -0.9172 -0.5914
C -0.3273 -1.7177 -1.5885
C -1.1198 -0.8912 -2.5959
S -2.4697 0.0461 -1.8227
H 0.9847 -0.4079 -1.0095
H -0.9970 -2.4013 -1.0600
H 0.4229 -2.3185 -2.1247
H -0.4515 -0.2114 -3.1361
H -1.5814 -1.5514 -3.3374
H -1.7425 0.4503 -0.7722
```

The calculation puts the HOMO energy at -8.6635 eV. For the total energy, the calculation gives -1234.61999 Ha. The energy above the lowest of the compared OMol25 structures with the same formula, charge and spin is 0.00 kcal/mol. The frontier orbital gap is 9.005 eV.

Computed natural (NBO) charges, given in elementary charges: number 1, O, carries -0.5579; number 2, C, carries 0.5337; number 3, N, carries -0.6098; number 4, S, carries 0.1525; number 5, C, carries 0.5845; number 6, O, carries -0.5586; number 7, H, carries 0.1736; number 8, H, carries 0.1812; number 9, H, carries 0.1277; number 10, O, carries -0.7231; number 11, C, carries -0.0744; number 12, C, carries -0.5467; number 13, S, carries -0.0957; number 14, H, carries 0.4567; number 15, H, carries 0.1925; number 16, H, carries 0.1659; number 17, H, carries 0.1974; number 18, H, carries 0.2280; number 19, H, carries 0.1725

=====

# 2
ORCA calculation (ωB97M-V/def2-TZVPD) on a 2-piece molecular cluster, C4H9NO4 overall in a non-equilibrium geometry.

Structure (XYZ):
```
18
C4H9NO4, DFT ωB97M-V/def2-TZVPD
N 2.6591 1.0258 -0.2226
C 1.3620 1.0649 0.1376
O 0.5162 1.8780 -0.0765
O 1.2437 0.2700 1.3920
O 0.7800 -0.6707 2.3053
H 3.0345 1.8531 -0.6556
H 3.2864 0.4850 0.3530
H 0.4654 -1.4229 1.7269
C -1.9511 0.0815 0.5246
C -0.8989 -0.8091 -0.0572
C -0.8101 -0.6989 -1.6903
O -0.5040 -1.8634 0.3980
H -2.2037 -0.2370 1.5357
H -1.5437 1.0922 0.5725
H -2.8454 0.1061 -0.0917
H -1.8049 -1.0443 -1.9702
H -0.7119 0.2963 -2.1195
H -0.0734 -1.4067 -2.0619
```

The calculation puts the HOMO energy at -9.2750 eV. For the total energy, the calculation gives -513.36410 Ha. The energy above the lowest of the compared OMol25 structures with the same formula, charge and spin is 133.95 kcal/mol. The frontier orbital gap is 9.911 eV.

Computed natural (NBO) charges, given in elementary charges: number 1, N, carries -0.8175; number 2, C, carries 0.9022; number 3, O, carries -0.5700; number 4, O, carries -0.4700; number 5, O, carries -0.3714; number 6, H, carries 0.4084; number 7, H, carries 0.4240; number 8, H, carries 0.4822; number 9, C, carries -0.7518; number 10, C, carries 0.6581; number 11, C, carries -0.7191; number 12, O, carries -0.6030; number 13, H, carries 0.2358; number 14, H, carries 0.2736; number 15, H, carries 0.2392; number 16, H, carries 0.2251; number 17, H, carries 0.2278; number 18, H, carries 0.2262

=====

# 3
ORCA calculation (ωB97M-V/def2-TZVPD) on a single C4H9NO4S2 molecule in a non-equilibrium geometry.

Structure (XYZ):
```
20
C4H9NO4S2, DFT ωB97M-V/def2-TZVPD
C -0.4949 -1.9652 0.0927
C -0.8716 -0.4886 0.0271
O -2.0318 -0.2611 0.7624
S -3.4196 -0.0063 0.1111
O -4.2513 0.1983 1.2070
O -3.6426 -0.9631 -0.9091
O -3.1869 1.4339 -0.5476
S -0.7654 0.1361 -1.6916
C 0.1234 0.6308 -0.0154
C 1.5774 0.5288 0.0428
N -0.3566 1.7781 0.6399
H -0.0471 -2.2398 1.0252
H 0.3037 -2.3552 -0.6605
H -1.3499 -2.5427 0.0077
H -3.6643 1.4890 -1.3215
H 1.7511 0.0485 1.0209
H 2.1153 1.5372 0.0585
H 2.1750 0.0564 -0.8487
H -0.1272 2.6636 0.1876
H -1.3987 1.6890 0.7891
```

The calculation puts the HOMO energy at -8.7719 eV. For the total energy, the calculation gives -1309.84644 Ha. The energy above the lowest of the compared OMol25 structures with the same formula, charge and spin is 33.02 kcal/mol. The frontier orbital gap is 9.279 eV.

Computed natural (NBO) charges, given in elementary charges: number 1, C, carries -0.6342; number 2, C, carries 0.1432; number 3, O, carries -0.7175; number 4, S, carries 2.5931; number 5, O, carries -0.9013; number 6, O, carries -0.9126; number 7, O, carries -0.8778; number 8, S, carries -0.0398; number 9, C, carries 0.1227; number 10, C, carries -0.6511; number 11, N, carries -0.8093; number 12, H, carries 0.2150; number 13, H, carries 0.2396; number 14, H, carries 0.2338; number 15, H, carries 0.5087; number 16, H, carries 0.2356; number 17, H, carries 0.2352; number 18, H, carries 0.2451; number 19, H, carries 0.3816; number 20, H, carries 0.3898

=====

# 4
ORCA calculation (ωB97M-V/def2-TZVPD) on an isolated ion of composition C4H9NO6P and charge -1 in a non-equilibrium geometry.

Structure (XYZ):
```
21
C4H9NO6P, DFT ωB97M-V/def2-TZVPD
C 2.8583 0.3243 1.2792
C 2.1912 -0.2052 -0.0517
C 0.6728 0.2606 -0.2180
N 0.0665 -0.6620 -1.1811
O -1.0297 -0.1272 -1.8763
P -2.1383 0.6526 -0.9082
O -3.4356 0.6284 -1.6426
O -1.7848 2.2788 -0.6896
O -2.3619 -0.0575 0.5622
C -2.4954 -1.4978 0.4864
O -3.1430 -2.0917 -0.3630
O -1.8149 -2.1444 1.3771
H 3.2007 -0.5221 1.9343
H 3.7300 0.9705 0.9955
H 2.0801 0.8945 1.8499
H 2.2318 -1.3278 -0.0547
H 2.7073 0.1208 -0.9904
H 0.2279 0.2138 0.8145
H 0.7027 1.3097 -0.6166
H -0.1397 -1.5796 -0.7797
H -2.3259 2.5614 0.0727
```

The calculation puts the HOMO energy at -4.5518 eV. For the total energy, the calculation gives -1005.46348 Ha. As for the net charge: -1. The frontier orbital gap is 7.754 eV.

Computed natural (NBO) charges, given in elementary charges: number 1, C, carries -0.6279; number 2, C, carries -0.3954; number 3, C, carries -0.2786; number 4, N, carries -0.3583; number 5, O, carries -0.6070; number 6, P, carries 2.4590; number 7, O, carries -1.1093; number 8, O, carries -0.9750; number 9, O, carries -0.8451; number 10, C, carries 0.9101; number 11, O, carries -0.6932; number 12, O, carries -0.7985; number 13, H, carries 0.2108; number 14, H, carries 0.2022; number 15, H, carries 0.2097; number 16, H, carries 0.2027; number 17, H, carries 0.1978; number 18, H, carries 0.2032; number 19, H, carries 0.2112; number 20, H, carries 0.3806; number 21, H, carries 0.5011

=====

# 5
ORCA calculation (ωB97M-V/def2-TZVPD) on a single C4H9NOS molecule in a non-equilibrium geometry.

Structure (XYZ):
```
16
C4H9NOS, DFT ωB97M-V/def2-TZVPD
N -0.1952 1.5955 -0.7498
C 0.4292 0.6613 0.1650
C 1.7636 1.0251 0.7576
O 2.6542 1.9512 0.4571
C 0.5065 -0.8267 -0.4910
C -0.8783 -1.2014 -1.0687
S -1.8866 -1.5318 0.5319
H -0.5499 2.4412 -0.3681
H 0.5744 1.9682 -1.3225
H -0.1078 0.4875 1.1387
H 2.0186 0.2481 1.5867
H 1.0265 -1.5947 0.1637
H 1.2367 -0.7666 -1.3005
H -1.0968 -0.2818 -1.6174
H -0.9053 -2.1022 -1.7683
H -2.8050 -0.6187 0.3912
```

The calculation puts the HOMO energy at -9.3196 eV. For the total energy, the calculation gives -685.92717 Ha. The energy above the lowest of the compared OMol25 structures with the same formula, charge and spin is 57.59 kcal/mol. The frontier orbital gap is 9.956 eV.

Computed natural (NBO) charges, given in elementary charges: number 1, N, carries -0.8432; number 2, C, carries -0.1762; number 3, C, carries 0.4133; number 4, O, carries -0.5507; number 5, C, carries -0.4114; number 6, C, carries -0.4985; number 7, S, carries -0.0904; number 8, H, carries 0.3772; number 9, H, carries 0.3718; number 10, H, carries 0.2387; number 11, H, carries 0.1196; number 12, H, carries 0.2229; number 13, H, carries 0.2101; number 14, H, carries 0.2597; number 15, H, carries 0.2323; number 16, H, carries 0.1250

=====

# 6
ORCA calculation (ωB97M-V/def2-TZVPD) on a single C4H9NOS molecule in a non-equilibrium geometry.

Structure (XYZ):
```
16
C4H9NOS, DFT ωB97M-V/def2-TZVPD
C 3.9369 0.4851 -0.2375
N 2.6653 0.4136 0.0285
S 1.8692 -1.0277 -0.2499
C 0.3095 -0.5248 0.4924
O -0.4566 0.0476 -0.4833
C -1.7059 0.6034 -0.0945
C -2.8562 -0.3604 -0.2523
H 4.4178 1.4303 -0.0654
H 4.4688 -0.3515 -0.6362
H -0.1107 -1.5093 0.8352
H 0.4808 0.1549 1.3411
H -1.6101 1.0399 0.9188
H -1.9107 1.4601 -0.7609
H -2.6781 -1.2536 0.4088
H -3.0170 -0.7508 -1.2778
H -3.8030 0.1430 0.0329
```

The calculation puts the HOMO energy at -8.6811 eV. For the total energy, the calculation gives -685.92534 Ha. The energy above the lowest of the compared OMol25 structures with the same formula, charge and spin is 58.74 kcal/mol. The frontier orbital gap is 9.650 eV.

Computed natural (NBO) charges, given in elementary charges: number 1, C, carries -0.0975; number 2, N, carries -0.5614; number 3, S, carries 0.4152; number 4, C, carries -0.2065; number 5, O, carries -0.5461; number 6, C, carries -0.0680; number 7, C, carries -0.6370; number 8, H, carries 0.1821; number 9, H, carries 0.1542; number 10, H, carries 0.1734; number 11, H, carries 0.1996; number 12, H, carries 0.1692; number 13, H, carries 0.1858; number 14, H, carries 0.2030; number 15, H, carries 0.2194; number 16, H, carries 0.2147

=====

# 7
ORCA calculation (ωB97M-V/def2-TZVPD) on C4H9NOS as an isolated structure in a non-equilibrium geometry.

Structure (XYZ):
```
16
C4H9NOS, DFT ωB97M-V/def2-TZVPD
C -0.0012 1.3666 1.1256
C -0.8598 0.2048 1.5051
C -0.5025 -0.3433 0.1252
C 0.4906 -1.3919 -0.1603
N -0.3285 0.5323 -2.2879
O -2.3930 0.9844 -0.6434
S -1.6103 -0.0858 -1.2218
H -0.5209 2.1294 0.5917
H 0.7800 1.6311 1.6915
H -0.4798 -0.3620 2.3764
H -1.9392 0.3520 1.4982
H 1.5504 -1.2106 0.1325
H 0.4438 -1.5443 -1.2886
H 0.0130 -2.3393 0.2935
H -0.2751 0.3021 -3.2891
H -0.7248 1.4710 -2.3258
```

The calculation puts the HOMO energy at -8.0459 eV. For the total energy, the calculation gives -685.83313 Ha. The energy above the lowest of the compared OMol25 structures with the same formula, charge and spin is 116.60 kcal/mol. The frontier orbital gap is 8.497 eV.

Computed natural (NBO) charges, given in elementary charges: number 1, C, carries -0.3206; number 2, C, carries -0.4752; number 3, C, carries -0.2217; number 4, C, carries -0.6640; number 5, N, carries -1.0429; number 6, O, carries -0.9747; number 7, S, carries 1.4161; number 8, H, carries 0.2092; number 9, H, carries 0.1920; number 10, H, carries 0.2155; number 11, H, carries 0.2357; number 12, H, carries 0.2440; number 13, H, carries 0.2165; number 14, H, carries 0.2114; number 15, H, carries 0.3832; number 16, H, carries 0.3755

=====

# 8
ORCA calculation (ωB97M-V/def2-TZVPD) on a single C4H9NOS molecule in a non-equilibrium geometry.

Structure (XYZ):
```
16
C4H9NOS, DFT ωB97M-V/def2-TZVPD
C -0.2412 -2.9050 0.0220
N -0.7402 -1.6256 0.4717
C 0.0327 -0.3221 0.3200
C -0.5044 0.7855 1.2672
O -1.7526 1.0132 1.3988
C 0.1599 0.2259 -1.0612
S 1.4519 1.5625 -1.0527
H 0.5153 -2.9676 -0.6855
H 0.1982 -3.4399 0.8468
H -1.0934 -3.4801 -0.4506
H -1.6163 -1.4693 0.0547
H 1.0741 -0.4814 0.5500
H 0.1150 0.9650 2.2258
H 0.4279 -0.4208 -1.9112
H -0.8881 0.5915 -1.2793
H 0.5568 2.2702 -0.2881
```

The calculation puts the HOMO energy at -9.0567 eV. For the total energy, the calculation gives -685.90701 Ha. The energy above the lowest of the compared OMol25 structures with the same formula, charge and spin is 70.24 kcal/mol. The frontier orbital gap is 9.069 eV.

Computed natural (NBO) charges, given in elementary charges: number 1, C, carries -0.4101; number 2, N, carries -0.6126; number 3, C, carries -0.1731; number 4, C, carries 0.3902; number 5, O, carries -0.5047; number 6, C, carries -0.5168; number 7, S, carries -0.0400; number 8, H, carries 0.1777; number 9, H, carries 0.1891; number 10, H, carries 0.2031; number 11, H, carries 0.3601; number 12, H, carries 0.2070; number 13, H, carries 0.1495; number 14, H, carries 0.2339; number 15, H, carries 0.2199; number 16, H, carries 0.1267